1.
Formula: C3H11N2OP
Source: the Open Molecules 2025 dataset
Level of theory: ωB97M-V/def2-TZVPD

Calculated values
Energy above the lowest of the compared OMol25 structures with the same formula, charge and spin = 216.8 kJ/mol
HOMO level = -8.9 eV
Spin multiplicity = 1
Charge = 0
Energy = -17604.4872 eV
Largest force on an atom = 0.124 hartree/bohr
Frontier orbital gap = 9.850 eV

Element x y z (Å)
C: 2.26 -1.02 -0.14
C: -0.62 0.90 1.59
C: -2.31 0.34 -0.80
N: 1.78 0.26 -0.16
N: 0.57 0.42 -0.71
O: -1.00 -1.63 0.32
P: -0.89 -0.20 0.13
H: 3.24 -1.20 0.16
H: 1.67 -1.60 0.55
H: 2.07 -1.46 -1.12
H: -1.44 0.72 2.29
H: 0.28 0.84 2.18
H: -0.58 1.96 1.10
H: -3.03 0.56 -0.02
H: -2.29 1.05 -1.66
H: -2.71 -0.59 -1.36
H: 2.44 0.93 -0.54
H: 0.57 -0.28 -1.81

2.
Formula: C3H11N2OPS
Source: the Open Molecules 2025 dataset
Level of theory: ωB97M-V/def2-TZVPD

Calculated values
Energy above the lowest of the compared OMol25 structures with the same formula, charge and spin = 515.9 kJ/mol
HOMO level (spin up / spin down) = -8.0 / -7.9 eV
Spin multiplicity = 1
Charge = 0
Energy = -28436.8276 eV
Largest force on an atom = 0.104 hartree/bohr
Frontier orbital gap (spin up / spin down) = 6.129 / 6.122 eV

Element x y z (Å)
C: 2.34 0.38 1.96
C: -1.23 -1.06 -2.82
C: 1.85 1.13 0.71
N: -2.06 -0.25 1.18
N: -1.40 -0.89 0.10
O: 1.78 0.19 -0.32
P: -0.93 0.05 -1.27
S: -1.67 1.78 -1.36
H: 3.46 0.13 1.78
H: 2.29 1.03 2.82
H: 1.93 -0.67 1.99
H: -2.19 -0.78 -3.19
H: -0.46 -1.09 -3.56
H: -1.36 -2.05 -2.25
H: 2.45 1.95 0.48
H: 0.83 1.42 1.02
H: -1.73 0.67 1.46
H: -3.10 -0.36 0.91
H: -0.83 -1.59 0.36

Question: Among the records above, which one has the highest energy above the lowest of the compared OMol25 structures with the same formula, charge and spin?
Answer: C3H11N2OPS

Question: What is the largest force on an atom in the first record?
Answer: 0.124 hartree/bohr